C54H48AsBrClN7O6Sr | wB97M-V/def2-TZVPD

The geometry in ORCA input format:
```
! wB97M-V def2-TZVPD RIJCOSX def2/J DEFGRID3
* xyz -2 1
Sr 0.5458 0.0922 -0.4899
N -2.9277 0.1836 -2.0629
N -2.1067 0.4594 -3.1703
C -0.7452 0.0507 -3.1078
O -0.0136 0.4952 -4.0036
O -0.4352 -0.7866 -2.2075
H -3.8835 0.0642 -2.3651
H -2.8443 0.8916 -1.3425
H -2.1875 1.3808 -3.5761
C 4.1710 7.0685 -1.1084
O 4.1153 5.6972 -1.4115
C 2.9027 5.0696 -1.2780
C 1.7036 5.7773 -1.0594
C 0.5412 5.0612 -0.9339
C 0.4878 3.6583 -0.9939
C -0.7787 2.9791 -0.8417
C -2.0537 3.8231 -0.8762
O -0.9233 1.7653 -0.6867
C 1.7134 2.9174 -1.2280
O 1.7764 1.6609 -1.3059
C 2.8998 3.7075 -1.3724
H 5.2192 7.3527 -1.1882
H 3.8191 7.2758 -0.0928
H 3.5921 7.6710 -1.8166
H 1.6776 6.8558 -0.9987
H -0.3683 5.6192 -0.7568
H -2.1136 4.4513 0.0142
H -2.9161 3.1594 -0.8830
H -2.0829 4.4608 -1.7596
H 3.8283 3.1768 -1.5427
C -5.3162 -0.8194 12.4059
O -4.2815 0.0664 12.0491
C -3.8277 0.0019 10.7577
C -4.3522 -0.8357 9.7804
C -3.8265 -0.8168 8.5002
C -2.7710 0.0290 8.1546
C -2.2538 0.8603 9.1540
C -2.7737 0.8471 10.4334
C -2.2787 0.0235 6.7871
N -2.8093 -0.6687 5.8064
C -2.0779 -0.3690 4.6903
C -1.0717 0.5428 4.9952
N -1.2193 0.7830 6.3370
C -0.1719 1.0677 4.0433
C 0.7612 2.1196 4.2886
C 1.5584 2.5517 3.2908
C 1.5499 1.8466 2.0222
N 0.5120 1.0091 1.7327
C -0.2750 0.5871 2.7203
C -1.3413 -0.3507 2.3731
N -1.4413 -0.7171 1.0855
C -2.4103 -1.5292 0.7174
C -3.3411 -2.0609 1.6167
C -3.2513 -1.7146 2.9439
C -2.2459 -0.8285 3.3493
H -5.5154 -0.6433 13.4609
H -5.0180 -1.8633 12.2668
H -6.2288 -0.6264 11.8331
H -5.1705 -1.5078 10.0011
H -4.2276 -1.4610 7.7300
H -1.4351 1.5351 8.9352
H -2.3747 1.4910 11.2070
H -0.6177 1.3629 6.8909
H 0.7876 2.5999 5.2626
H 2.2715 3.3543 3.4242
H 1.9317 2.3837 1.1659
H -2.4512 -1.7539 -0.3414
H -4.1171 -2.7256 1.2593
H -3.9384 -2.0977 3.6883
Br 1.1873 -2.6153 -0.0486
Cl 3.3031 0.6187 2.1975
C 3.3989 2.3244 -6.3597
C 2.6763 1.2290 -6.8108
C 2.4172 0.1620 -5.9618
C 2.8811 0.1730 -4.6520
C 3.5938 1.2842 -4.2055
C 3.8536 2.3532 -5.0480
As 2.4790 -1.2090 -3.3244
C 4.3783 -1.7125 -3.0051
C 5.4512 -1.3741 -3.8293
C 6.7450 -1.7717 -3.5203
C 6.9898 -2.5159 -2.3737
C 5.9312 -2.8598 -1.5452
C 4.6380 -2.4637 -1.8591
C 2.1153 -2.6727 -4.6118
C 3.0871 -3.3749 -5.3198
C 2.7294 -4.3533 -6.2372
C 1.3918 -4.6500 -6.4625
C 0.4135 -3.9659 -5.7564
C 0.7778 -2.9885 -4.8415
H 3.5906 3.1615 -7.0217
H 2.3084 1.2082 -7.8308
H 1.8361 -0.6810 -6.3150
H 3.9375 1.3056 -3.1767
H 4.4050 3.2119 -4.6822
H 5.2785 -0.7973 -4.7302
H 7.5666 -1.4962 -4.1727
H 8.0005 -2.8229 -2.1289
H 6.1133 -3.4295 -0.6417
H 3.8128 -2.7327 -1.2052
H 4.1365 -3.1631 -5.1632
H 3.4998 -4.8876 -6.7823
H 1.1158 -5.4085 -7.1863
H -0.6341 -4.1896 -5.9197
H 0.0142 -2.4466 -4.2976
N -1.5622 -3.4733 -2.1403
C -2.8900 -3.5276 -2.4451
C -3.7657 -4.4060 -1.7840
C -5.0913 -4.5154 -2.1697
C -5.5970 -3.7429 -3.2056
C -4.7390 -2.8641 -3.8638
C -3.4120 -2.7556 -3.5011
H -1.2378 -3.9162 -1.2948
H -1.0490 -2.6048 -2.3305
H -3.3786 -5.0009 -0.9635
H -5.7438 -5.2143 -1.6573
H -6.6341 -3.8285 -3.5073
H -5.1186 -2.2541 -4.6768
H -2.7547 -2.0579 -4.0041
*
```

The value obtained for the gap between HOMO and LUMO is 5.24 eV. The total energy is -8222.28047 hartree. The energy above the lowest of the compared OMol25 structures with the same formula, charge and spin is 0.0 kcal/mol.